1.
Formula: C51H46BrFeN2P2S2
Source: the Open Molecules 2025 dataset
Level of theory: ωB97M-V/def2-TZVPD

```
! RIJCOSX wB97M-V def2-TZVPD def2/J DEFGRID3
* xyz 0 6
Fe -0.7722 -0.4333 1.8902
C -2.7616 -1.4709 -1.2782
N -3.0866 -0.9084 0.0309
C -3.9019 -1.9256 0.7158
C -4.2585 -1.6216 2.1464
N -3.1848 -1.8304 3.1282
C -3.6674 -1.2870 4.3978
C -2.7595 -3.2042 3.2108
C -3.4871 -4.1068 3.9847
C -3.1067 -5.4312 4.1123
C -1.9708 -5.8727 3.4488
C -1.2425 -4.9889 2.6754
C -1.6130 -3.6469 2.5366
S -0.5656 -2.6894 1.4708
C -3.7724 0.3474 -0.0388
C -4.7240 0.5800 -1.0279
C -5.4353 1.7667 -1.0825
C -5.2068 2.7393 -0.1210
C -4.2552 2.5242 0.8596
C -3.5142 1.3414 0.9099
S -2.2714 1.2597 2.1671
H -3.6406 -1.9099 -1.7725
H -2.0257 -2.2591 -1.1347
H -2.3600 -0.7007 -1.9305
H -3.3631 -2.8705 0.6499
H -4.8425 -2.0563 0.1566
H -5.1240 -2.2485 2.4175
H -4.5857 -0.5835 2.2364
H -4.7050 -1.5797 4.6097
H -3.6259 -0.1980 4.3436
H -3.0527 -1.6331 5.2267
H -4.3722 -3.7576 4.5020
H -3.6887 -6.1074 4.7245
H -1.6470 -6.9017 3.5381
H -0.3511 -5.3274 2.1627
H -4.9115 -0.1870 -1.7694
H -6.1662 1.9248 -1.8647
H -5.7579 3.6710 -0.1412
H -4.0533 3.2908 1.5973
Br -0.5964 -1.1398 4.5956
C 1.2823 -0.9654 4.5638
C 2.0466 -1.5670 5.5151
C 3.4244 -1.2558 5.5684
C 3.9408 -0.3015 4.7413
C 3.1297 0.3464 3.7755
C 3.6080 1.4488 3.0236
C 2.7593 2.1086 2.1862
C 1.4567 1.6069 1.9457
C 0.9598 0.4888 2.5684
C 1.7846 -0.0575 3.6010
H 1.6033 -2.2416 6.2339
H 4.0505 -1.7387 6.3068
H 4.9785 -0.0026 4.8290
H 4.6287 1.7840 3.1644
H 3.0958 2.9936 1.6574
H 0.8500 2.1351 1.2174
C 2.1354 0.7160 -1.0780
P 0.4226 0.0101 -0.8313
C -0.5906 1.0365 -1.9611
C -0.7777 0.8734 -3.3351
C -1.5070 1.7916 -4.0692
C -2.0434 2.9126 -3.4496
C -1.8477 3.1025 -2.0932
C -1.1364 2.1662 -1.3545
C 0.7890 -1.6431 -1.5321
C 0.3236 -2.2408 -2.6994
C 0.7781 -3.4963 -3.0812
C 1.7104 -4.1719 -2.3089
C 2.1752 -3.5913 -1.1380
C 1.7136 -2.3443 -0.7533
P 2.2336 2.5058 -1.5224
C 2.0234 2.4874 -3.3471
C 1.6717 3.7074 -3.9231
C 1.4913 3.8272 -5.2928
C 1.6541 2.7201 -6.1127
C 1.9995 1.4986 -5.5535
C 2.1802 1.3841 -4.1829
C 4.0537 2.7263 -1.4312
C 4.5428 3.7740 -0.6576
C 5.9101 3.9893 -0.5349
C 6.8014 3.1561 -1.1919
C 6.3242 2.1147 -1.9799
C 4.9608 1.9059 -2.1009
H 2.6384 0.0908 -1.8158
H 2.6840 0.5961 -0.1437
H -0.3238 0.0481 -3.8643
H -1.6353 1.6425 -5.1339
H -2.6101 3.6338 -4.0249
H -2.2626 3.9687 -1.5956
H -1.0286 2.3139 -0.2864
H -0.4296 -1.7639 -3.3105
H 0.3945 -3.9467 -3.9878
H 2.0609 -5.1504 -2.6100
H 2.8855 -4.1146 -0.5113
H 2.0661 -1.9195 0.1819
H 1.5204 4.5716 -3.2856
H 1.2144 4.7832 -5.7185
H 1.5092 2.8082 -7.1819
H 2.1239 0.6272 -6.1849
H 2.4250 0.4096 -3.7785
H 3.8452 4.4326 -0.1521
H 6.2754 4.8093 0.0697
H 7.8672 3.3202 -1.0984
H 7.0182 1.4698 -2.5038
H 4.5977 1.1015 -2.7306
*
```

## Properties
Largest force on an atom ... 0.5 eV Å⁻¹
Kohn-Sham gap (spin up / spin down) ... 8.066 / 6.614 eV
HOMO energy (spin up / spin down) ... -7.45 / -7.39 eV
Total energy ... -7397.33690 a.u.

Mulliken population analysis, charges in e, atoms 1 to 5:
1. Fe 1.2610
2. C -1.7819
3. N 1.5959
4. C -1.5537
5. C -1.5623

=====

2.
Formula: C4H5N3O
Source: the Open Molecules 2025 dataset
Level of theory: ωB97M-V/def2-TZVPD

```
! RIJCOSX wB97M-V def2-TZVPD def2/J DEFGRID3
* xyz 0 1
C -0.3539 0.5517 0.5474
C 0.4823 -0.7725 -1.0310
C 0.5631 -1.4518 0.3069
C 0.1533 -0.6523 1.2352
H -1.6906 3.2100 0.9178
H -0.1832 1.1928 -1.4215
H 1.2564 -2.1206 -1.9839
H 1.0046 -2.4489 0.4200
H 0.1007 -0.7175 2.3400
N -0.9653 1.4496 1.2354
N -0.0667 0.4387 -0.7672
N 0.8863 -1.2084 -2.1317
O -1.1872 2.5293 0.3326
*
```

## Properties
Largest force on an atom ... 3.3 eV Å⁻¹
Kohn-Sham gap ... 9.102 eV
Energy relative to the best compared isomer or geometry (same formula, charge and spin) ... 275.7 kJ/mol
HOMO energy ... -8.75 eV
Total energy ... -394.86253 a.u.
SMILES ... [H]/N=C1C=C/C(=N/O)N\1

Mulliken population analysis, charges in e, atoms 1 to 5:
1. C 0.6841
2. C 0.3857
3. C -0.1775
4. C -0.6293
5. H 0.3578

=====

3.
Formula: C28H77AsF6N7O7
Source: the Open Molecules 2025 dataset
Level of theory: ωB97M-V/def2-TZVPD

```
! RIJCOSX wB97M-V def2-TZVPD def2/J DEFGRID3
* xyz -1 1
As -15.9146 -0.3723 11.8756
F -16.5170 0.7330 13.1928
F -16.4037 -1.8000 12.8376
F -15.2962 -1.6862 10.7394
F -15.4250 0.9608 10.8415
F -14.2459 -0.3876 12.6152
F -17.6008 -0.4616 11.1101
C -9.7386 -0.1342 13.1505
C -11.0511 0.4738 12.8146
C -11.4299 0.4546 11.3267
O -11.4603 -0.8268 10.6596
C -12.6724 -1.5994 10.8133
N -12.0966 -0.0522 13.6397
H -8.9674 0.5937 12.8987
H -9.6523 -1.0883 12.6305
H -9.7210 -0.3261 14.2233
H -10.9697 1.5324 13.0614
H -10.7396 1.0711 10.7509
H -12.4386 0.8619 11.2569
H -13.4802 -0.8677 10.8068
H -12.6158 -2.2009 11.7206
H -12.8192 -2.2711 9.9675
H -12.1500 -1.0426 13.4488
H -13.0145 0.2637 13.3606
C -13.3137 4.7023 14.8543
C -14.7725 4.3110 14.8042
C -14.9414 2.9465 14.0945
O -14.4769 1.8360 14.8101
C -13.7744 0.9294 14.0960
N -15.2446 4.4444 16.1563
H -12.5251 4.0482 15.2264
H -13.2144 5.6535 15.3773
H -12.9341 4.9893 13.8737
H -15.3244 5.0909 14.2796
H -14.4340 3.0479 13.1352
H -15.9835 2.6695 13.9347
H -13.3943 0.0837 14.6691
H -12.8838 1.4217 13.7055
H -14.3890 0.4983 13.3056
H -14.9882 3.6396 16.7101
H -16.2496 4.5212 16.0913
C -13.3722 0.9952 7.3972
C -14.0848 0.4852 8.7161
C -13.9574 -1.0686 8.9589
O -14.5260 -1.8320 7.8937
C -15.9057 -2.1853 8.2342
N -13.6720 1.1510 9.9206
H -13.7970 1.9813 7.2095
H -13.3285 0.2666 6.5877
H -12.3215 1.0699 7.6776
H -15.1647 0.6222 8.6607
H -14.3087 -1.4484 9.9183
H -12.8969 -1.3173 8.9175
H -16.4923 -1.2680 8.2853
H -15.9565 -2.7150 9.1854
H -16.3426 -2.9604 7.6046
H -13.5648 2.1504 9.8212
H -14.3817 0.9798 10.6185
C -18.5106 1.5168 10.9654
C -17.9819 2.9097 11.3508
C -17.0401 3.5793 10.3599
O -16.2428 4.7108 10.7913
C -15.0023 4.3416 11.4578
N -19.0662 3.7493 11.7558
H -19.0754 1.6242 10.0393
H -19.2435 1.1488 11.6834
H -17.6457 0.8724 10.8075
H -17.2715 3.0028 12.1722
H -17.7062 3.8878 9.5542
H -16.3062 2.8627 9.9913
H -15.1278 3.7106 12.3378
H -14.4951 5.2514 11.7790
H -14.3075 3.9783 10.7006
H -19.3539 3.5073 12.6931
H -18.8307 4.7308 11.7917
C -17.3399 -2.1068 16.8502
C -17.7277 -1.4792 15.5329
C -17.1648 -0.0804 15.2149
O -17.8735 0.7327 16.0568
C -17.9672 2.1144 15.7381
N -17.5694 -2.3326 14.3694
H -16.2621 -2.1343 17.0106
H -17.8464 -3.0700 16.9115
H -17.6646 -1.4836 17.6835
H -18.7834 -1.2414 15.6635
H -17.3410 0.1554 14.1654
H -16.0923 -0.0746 15.4097
H -18.0850 2.8436 16.5397
H -18.7037 2.2381 14.9441
H -17.0060 2.5007 15.3993
H -16.5934 -2.5923 14.3791
H -17.6811 -1.6910 13.5974
C -14.2704 -6.5204 15.6115
C -14.5600 -5.1264 16.1929
C -15.2824 -4.1600 15.1831
O -14.2609 -3.7566 14.2601
C -14.6403 -2.6352 13.3897
N -15.3928 -5.2711 17.2908
H -15.1930 -7.0972 15.5479
H -13.4576 -7.1447 15.9826
H -13.8868 -6.4473 14.5938
H -13.6067 -4.7603 16.5740
H -15.5905 -3.2845 15.7546
H -16.1583 -4.6715 14.7840
H -15.5548 -2.8137 12.8239
H -13.8510 -2.3396 12.6985
H -14.9826 -1.7450 13.9173
H -15.1376 -6.0355 17.8996
H -15.5134 -4.4696 17.8935
C -18.2554 0.2305 9.3687
C -19.4257 -0.2009 8.3604
C -19.1106 -0.2374 6.8694
O -20.2463 -0.6321 6.0342
C -19.8086 -0.9630 4.7293
N -19.7458 -1.5679 8.7056
H -17.4298 -0.4798 9.4130
H -18.6465 0.4188 10.3685
H -17.8220 1.1660 9.0150
H -20.2671 0.4867 8.4474
H -18.2045 -0.8230 6.7141
H -18.9023 0.7785 6.5337
H -20.6285 -1.4048 4.1630
H -19.1059 -1.7695 4.9387
H -19.5388 -0.1488 4.0567
H -20.4430 -1.7711 8.0037
H -20.3792 -1.6048 9.4914
*
```

## Properties
Largest force on an atom ... 12.3 eV Å⁻¹
Kohn-Sham gap ... 6.188 eV
Energy relative to the best compared isomer or geometry (same formula, charge and spin) ... 3563.4 kJ/mol
HOMO energy ... -5.30 eV
Total energy ... -4856.70023 a.u.

Mulliken population analysis, charges in e, atoms 1 to 5:
1. As 3.1084
2. F 0.0333
3. F -0.7382
4. F -0.8406
5. F -0.1082

=====

4.
Formula: C4H7NO2
Source: the Open Molecules 2025 dataset
Level of theory: ωB97M-V/def2-TZVPD

```
! RIJCOSX wB97M-V def2-TZVPD def2/J DEFGRID3
* xyz 0 1
C -1.1555 -0.8661 0.4886
C 0.1477 -0.6412 0.6867
C -2.0452 0.2185 -0.0172
C 1.7544 0.7905 -0.2910
N 0.7437 0.6489 0.6250
O -1.1787 1.2373 -0.4446
O -0.2635 1.6685 0.5999
H -1.5064 -1.9413 0.6844
H 0.8153 -1.3061 1.1424
H -2.4341 -0.2248 -0.9769
H -2.9209 0.6800 0.6332
H 2.5073 0.1929 0.0977
H 1.5561 0.5960 -1.2946
H 2.0667 1.8472 -0.0939
*
```

## Properties
Largest force on an atom ... 4.6 eV Å⁻¹
Kohn-Sham gap ... 9.905 eV
Energy relative to the best compared isomer or geometry (same formula, charge and spin) ... 623.1 kJ/mol
HOMO energy ... -8.89 eV
Total energy ... -361.64351 a.u.
SMILES ... CN1C=CCOO1

Mulliken population analysis, charges in e, atoms 1 to 5:
1. C -0.3324
2. C -0.3047
3. C -0.1622
4. C -0.9107
5. N 0.0710